Record 1
This record from OMol25 describes one molecule with the formula C4H5N at a distorted geometry. The level of theory is wB97M-V/def2-TZVPD.

```
10
C4H5N, DFT wB97M-V/def2-TZVPD
C -1.36 0.59 -0.17
C -0.02 0.23 -0.08
H 3.22 -0.09 -0.40
C -1.94 -0.63 0.02
H -2.85 -0.90 -0.52
H -1.74 1.38 -0.81
H 2.70 0.73 1.01
H -1.68 -1.30 0.83
C 1.18 -0.08 -0.15
N 2.49 0.06 0.28
```

The calculation puts the total energy at -210.02206 Ha. The LUMO energy comes out at 0.559 eV. As for the highest occupied orbital energy: -8.01 eV. As for the SMILES: C=CC#CN. The value obtained for the max |F| is 0.09436 Eh/bohr. The charge is 0. The energy above the lowest of the compared OMol25 structures with the same formula, charge and spin is 88.9 kcal/mol.

---

Record 2
This record from OMol25 describes a 2-piece molecular cluster, C4H5N overall at a distorted geometry. The level of theory is wB97M-V/def2-TZVPD.

```
10
C4H5N, DFT wB97M-V/def2-TZVPD
C -1.29 0.07 0.33
N -1.39 -1.06 0.82
H 2.83 -0.66 -2.13
H -1.84 0.69 -0.45
C 1.29 -0.09 -0.64
H 0.48 0.59 1.66
C 2.09 -0.58 -1.36
H -0.06 1.92 0.42
H -2.06 -1.80 0.53
C -0.05 0.93 0.83
```

The calculation puts the total energy at -209.94178 Ha. The LUMO energy comes out at -0.440 eV. As for the highest occupied orbital energy: -9.89 eV. The value obtained for the max |F| is 0.13113 Eh/bohr. The charge is 0. The energy above the lowest of the compared OMol25 structures with the same formula, charge and spin is 139.3 kcal/mol.

---

Record 3
This record from OMol25 describes one molecule with the formula C4H5N at a distorted geometry. The level of theory is wB97M-V/def2-TZVPD.

```
10
C4H5N, DFT wB97M-V/def2-TZVPD
H 2.20 0.16 -0.06
H -1.65 -1.51 0.14
C -1.02 0.66 -0.03
C 0.26 1.15 0.00
H 0.88 -2.03 -0.01
C -0.91 -0.77 -0.03
C 0.40 -1.08 -0.02
H 0.63 2.18 0.05
H -1.98 1.18 -0.05
N 1.18 0.06 -0.01
```

The calculation puts the total energy at -210.15578 Ha. The LUMO energy comes out at 1.096 eV. As for the highest occupied orbital energy: -8.34 eV. As for the SMILES: c1cc[nH]c1. The value obtained for the max |F| is 0.04253 Eh/bohr. The charge is 0. The energy above the lowest of the compared OMol25 structures with the same formula, charge and spin is 5.0 kcal/mol.

---

Record 4
This record from OMol25 describes one molecule with the formula C4H5N. The level of theory is wB97M-V/def2-TZVPD.

```
10
C4H5N, DFT wB97M-V/def2-TZVPD
H 2.06 0.76 -0.60
H -1.87 0.30 1.17
N -0.68 -0.90 -0.05
C 1.07 0.42 -0.34
H -1.34 -1.66 -0.12
C -1.02 0.30 0.50
H 0.11 2.21 0.58
C 0.59 -0.86 -0.53
C 0.03 1.17 0.30
H 1.05 -1.76 -0.91
```

The calculation puts the total energy at -210.15871 Ha. The LUMO energy comes out at 1.086 eV. As for the highest occupied orbital energy: -8.29 eV. As for the SMILES: c1cc[nH]c1. The value obtained for the max |F| is 0.01402 Eh/bohr. The charge is 0. The energy above the lowest of the compared OMol25 structures with the same formula, charge and spin is 3.2 kcal/mol.

---

Record 5
This record from OMol25 describes C4H5N2 as an isolated structure at a distorted geometry. The level of theory is wB97M-V/def2-TZVPD.

```
11
C4H5N2, DFT wB97M-V/def2-TZVPD
H 1.80 -0.64 -0.71
C -0.05 -1.74 1.50
C -1.10 1.59 -0.14
N 0.27 -0.81 0.68
N 1.58 -2.53 0.60
C 1.28 -1.31 0.04
H 2.14 -3.36 0.22
H -0.87 0.69 0.55
C 0.71 -2.82 1.61
H -1.83 2.34 0.02
H -0.54 1.62 -1.02
```

The calculation puts the total energy at -264.28030 Ha. The LUMO energy (alpha / beta) comes out at -9.066 / -9.084 eV. As for the highest occupied orbital energy (alpha / beta): -13.15 / -13.14 eV. The value obtained for the max |F| is 0.11256 Eh/bohr. The charge is +1. The energy above the lowest of the compared OMol25 structures with the same formula, charge and spin is 210.3 kcal/mol.

---

Record 6
This record from OMol25 describes an isolated ion of composition C4H5N2 and charge +1 at a distorted geometry. The level of theory is wB97M-V/def2-TZVPD.

```
11
C4H5N2, DFT wB97M-V/def2-TZVPD
H 0.38 -0.42 2.00
C -0.27 -0.18 1.26
C 0.24 -0.12 -0.22
H 1.07 -1.99 -0.68
C -0.76 1.86 0.34
N 0.74 -1.06 -1.03
N -0.19 1.15 -0.74
H -0.97 -0.91 1.34
C -0.91 1.11 1.39
H 0.90 -0.79 -1.95
H -0.22 1.33 -1.71
```

The calculation puts the total energy at -264.45944 Ha. The LUMO energy (alpha / beta) comes out at -6.655 / -6.658 eV. As for the highest occupied orbital energy (alpha / beta): -14.10 / -14.08 eV. As for the SMILES: [NH2+]=C1CC#CN1. The value obtained for the max |F| is 0.12771 Eh/bohr. The charge is +1. The energy above the lowest of the compared OMol25 structures with the same formula, charge and spin is 97.9 kcal/mol.

---

Record 7
This record from OMol25 describes an isolated ion of composition C4H5N2O2S and charge -1 at a distorted geometry. The level of theory is wB97M-V/def2-TZVPD.

```
14
C4H5N2O2S, DFT wB97M-V/def2-TZVPD
H 1.53 -1.29 1.50
C -1.27 0.21 -2.07
C -1.28 0.59 -0.54
S 1.15 -0.03 -1.18
H 1.51 -0.30 3.07
H 1.37 1.24 1.24
C 0.00 0.56 0.11
N 0.52 0.65 1.41
O -2.34 0.88 0.07
H 0.28 -0.69 -3.15
O -2.19 0.05 -2.84
H -0.11 -1.08 2.52
N 0.00 -0.22 -2.32
C 0.83 -0.56 2.18
```

The calculation puts the total energy at -813.58489 Ha. The LUMO energy comes out at 3.222 eV. As for the highest occupied orbital energy: -2.39 eV. As for the SMILES: CNc1s[nH]c(=O)c1[O-]. The value obtained for the max |F| is 0.08358 Eh/bohr. The charge is -1. The energy above the lowest of the compared OMol25 structures with the same formula, charge and spin is 61.9 kcal/mol.

---

Record 8
This record from OMol25 describes a 2-piece molecular cluster, C4H5N2O5 overall at a distorted geometry. The level of theory is wB97M-V/def2-TZVPD.

```
16
C4H5N2O5, DFT wB97M-V/def2-TZVPD
H -0.09 1.77 -0.02
O -3.22 -0.10 1.07
C -0.61 -0.12 -0.30
O 3.07 0.41 -0.19
N 1.35 1.98 0.21
H 1.29 -2.01 -0.93
O -1.48 -1.00 -0.47
C -3.47 -0.09 -0.04
H 1.87 2.75 0.55
C 1.13 -1.67 0.08
C 1.94 0.89 -0.01
O -3.93 0.16 -1.05
O -0.97 1.21 -0.13
H 0.34 -2.19 0.51
H 2.10 -1.63 0.78
N 0.67 -0.36 -0.06
```

The calculation puts the total energy at -641.24242 Ha. The LUMO energy comes out at 3.760 eV. As for the highest occupied orbital energy: -5.09 eV. The value obtained for the max |F| is 0.08349 Eh/bohr. The charge is -1. The energy above the lowest of the compared OMol25 structures with the same formula, charge and spin is 28.4 kcal/mol.

---

Record 9
This record from OMol25 describes one molecule with the formula C4H5N2OP at a distorted geometry. The level of theory is wB97M-V/def2-TZVPD.

```
13
C4H5N2OP, DFT wB97M-V/def2-TZVPD
H 2.66 1.37 -0.29
C -0.34 0.18 0.14
P -2.15 0.82 0.33
H 0.34 -1.80 -0.50
H -3.46 -0.93 -0.40
N -2.58 -0.71 -0.14
C -0.44 -1.10 -0.32
H 2.65 0.04 0.91
H 1.75 -0.09 -0.77
N -1.59 -1.62 -0.45
C 2.07 0.50 0.08
C 0.67 1.14 0.44
O 0.42 2.21 0.96
```

The calculation puts the total energy at -681.47065 Ha. The LUMO energy comes out at -0.624 eV. As for the highest occupied orbital energy: -9.11 eV. As for the SMILES: CC(=O)c1cn[nH]p1. The value obtained for the max |F| is 0.11389 Eh/bohr. The charge is 0. The energy above the lowest of the compared OMol25 structures with the same formula, charge and spin is 21.2 kcal/mol.

---

Record 10
This record from OMol25 describes a 2-piece molecular cluster, C4H5N2P overall at a distorted geometry. The level of theory is wB97M-V/def2-TZVPD.

```
12
C4H5N2P, DFT wB97M-V/def2-TZVPD
H -1.91 -0.02 1.48
H -0.19 -0.04 1.53
H -1.74 0.90 -0.86
C -0.79 0.54 -0.40
C 2.13 0.28 0.31
C -1.02 -0.32 0.85
P -0.65 -2.08 0.24
N 2.98 0.71 0.92
C 0.19 -0.18 -1.23
H -0.19 1.47 0.00
H 1.08 0.27 -1.69
N 0.11 -1.53 -1.15
```

The calculation puts the total energy at -606.11814 Ha. The LUMO energy comes out at -2.805 eV. As for the highest occupied orbital energy: -9.46 eV. The value obtained for the max |F| is 0.06862 Eh/bohr. The charge is 0. The energy above the lowest of the compared OMol25 structures with the same formula, charge and spin is 83.7 kcal/mol.